[1]
# C2H9N2OP

A structure of composition C2H9N2OP in a non-equilibrium geometry (the ωB97M-V functional and the def2-TZVPD basis, the OMol25 dataset).

```
15
Properties=species:S:1:pos:R:3
C 0.10 0.84 -2.27
C -0.70 -0.23 -1.49
N -0.80 0.19 -0.16
N -0.73 -0.50 0.84
O 1.74 -0.54 1.57
P 0.81 -0.08 2.56
H 0.33 0.25 -3.23
H -0.57 1.69 -2.43
H 1.05 1.25 -1.86
H -1.69 -0.26 -1.96
H -0.48 -1.39 -1.57
H 0.20 1.22 2.35
H -0.57 -1.52 0.70
H -0.12 -0.95 3.17
H 1.44 0.05 3.77
```

For the orbital gap, the calculation gives 9.79 eV. The HOMO energy comes out at -9.374 eV.

---

[2]
# C3H4IN2P

An isolated molecule of C3H4IN2P in a non-equilibrium geometry (the ωB97M-V functional and the def2-TZVPD basis, the OMol25 dataset).

```
11
Properties=species:S:1:pos:R:3
C -0.23 1.08 0.69
C -0.95 -0.59 -1.06
C -0.19 -0.31 0.41
N -1.32 1.67 0.95
N -2.06 -0.24 -1.25
P -2.84 0.99 0.96
I -4.40 2.59 -0.01
H 0.58 1.85 0.85
H -0.13 -1.00 -1.61
H 0.76 -0.82 0.28
H -0.85 -0.72 1.16
```

For the orbital gap (spin up / spin down), the calculation gives 7.19 / 7.21 eV. The HOMO energy (spin up / spin down) comes out at -8.224 / -8.243 eV.

---

[3]
# C45H45F15O45

A cluster of 15 separate species, C45H45F15O45 in total in a non-equilibrium geometry (the ωB97M-V functional and the def2-TZVPD basis, the OMol25 dataset).

```
150
Properties=species:S:1:pos:R:3
C 0.31 -1.14 3.90
C 0.54 -0.22 5.03
O -0.35 0.80 4.68
C -1.45 0.22 4.22
O -2.54 0.74 4.16
O -1.10 -0.94 3.73
F 1.78 0.20 5.10
H 0.43 -2.21 4.01
H 0.87 -0.77 3.04
H 0.23 -0.63 5.99
C 1.47 5.35 0.08
C 0.70 6.31 1.00
O 0.76 5.53 2.14
C 1.31 4.34 1.98
O 1.49 3.46 2.79
O 1.58 4.15 0.74
F -0.55 6.45 0.61
H 2.47 5.77 -0.06
H 1.14 5.25 -0.96
H 1.12 7.31 1.13
C 4.67 1.63 2.87
C 5.54 0.38 2.37
O 6.49 0.25 3.36
C 6.76 1.42 3.94
O 7.74 1.76 4.61
O 5.71 2.27 3.63
F 6.14 0.80 1.23
H 3.81 1.38 3.49
H 4.43 2.37 2.11
H 4.92 -0.49 2.19
C 4.71 2.54 -2.22
C 3.80 1.45 -1.60
O 2.53 1.83 -2.19
C 2.55 3.16 -2.43
O 1.58 3.85 -2.67
O 3.77 3.58 -2.41
F 3.79 1.44 -0.32
H 5.14 2.01 -3.07
H 5.51 2.75 -1.50
H 4.03 0.45 -1.98
C -0.23 0.34 0.58
C -0.74 0.49 -0.87
O -0.06 -0.51 -1.51
C 0.98 -0.90 -0.84
O 1.82 -1.70 -1.20
O 0.82 -0.55 0.45
F -0.37 1.66 -1.29
H -1.03 0.11 1.29
H 0.15 1.31 0.91
H -1.81 0.32 -0.99
C -0.49 -3.77 -0.03
C 0.03 -4.32 -1.27
O -1.04 -5.12 -1.72
C -1.95 -5.17 -0.76
O -3.09 -5.68 -0.97
O -1.44 -4.71 0.32
F 1.10 -5.08 -1.06
H -0.99 -2.81 -0.04
H 0.34 -3.73 0.68
H 0.32 -3.57 -2.00
C 3.38 -7.00 -3.37
C 1.81 -7.13 -3.54
O 1.78 -8.09 -4.61
C 2.97 -8.14 -5.25
O 3.15 -8.82 -6.28
O 3.90 -7.44 -4.61
F 1.34 -5.94 -3.91
H 3.88 -7.44 -2.52
H 3.50 -5.93 -3.20
H 1.17 -7.56 -2.77
C 2.84 -1.36 -4.59
C 2.55 -2.83 -4.53
O 3.30 -3.20 -3.40
C 4.34 -2.38 -3.28
O 5.34 -2.59 -2.60
O 4.14 -1.27 -4.08
F 3.01 -3.50 -5.66
H 2.27 -0.67 -3.97
H 2.73 -0.97 -5.60
H 1.51 -3.05 -4.30
C -2.56 3.33 -2.67
C -2.11 4.74 -3.04
O -1.82 4.57 -4.46
C -1.56 3.25 -4.72
O -1.07 2.68 -5.68
O -1.96 2.52 -3.69
F -1.04 5.21 -2.43
H -3.64 3.30 -2.80
H -2.21 3.21 -1.64
H -2.89 5.50 -2.91
C 3.70 -5.62 1.16
C 4.36 -4.66 0.20
O 3.65 -3.52 0.38
C 3.06 -3.67 1.58
O 2.40 -2.78 2.09
O 3.24 -4.83 2.18
F 4.11 -5.07 -1.04
H 4.45 -6.33 1.48
H 2.91 -6.14 0.60
H 5.43 -4.58 0.39
C -4.46 -1.49 -3.22
C -4.35 -2.89 -2.78
O -2.97 -3.08 -2.79
C -2.36 -2.14 -3.48
O -1.15 -2.20 -3.69
O -3.32 -1.35 -4.05
F -4.94 -3.75 -3.63
H -4.45 -0.86 -2.34
H -5.43 -1.33 -3.70
H -4.73 -3.21 -1.81
C -2.57 4.70 2.24
C -3.91 4.27 2.86
O -4.33 3.32 1.96
C -3.20 2.80 1.44
O -3.19 1.80 0.71
O -2.14 3.41 1.96
F -4.71 5.33 2.93
H -2.02 5.22 3.02
H -2.66 5.16 1.26
H -3.93 4.00 3.91
C 1.64 3.75 5.74
C 2.83 4.46 5.32
O 3.70 4.39 6.43
C 3.49 3.25 7.05
O 4.15 2.81 7.98
O 2.41 2.68 6.48
F 2.46 5.70 5.12
H 1.05 3.50 4.86
H 1.05 4.23 6.53
H 3.30 4.10 4.40
C -5.67 -1.23 2.55
C -6.36 -2.13 1.54
O -5.22 -2.51 0.76
C -4.21 -1.60 0.85
O -3.19 -1.64 0.19
O -4.46 -0.94 1.88
F -7.28 -1.37 0.92
H -5.39 -1.66 3.51
H -6.19 -0.28 2.72
H -6.84 -2.99 2.02
C -6.83 2.62 -0.36
C -7.03 1.32 -1.14
O -7.14 1.80 -2.47
C -7.69 3.00 -2.48
O -8.31 3.48 -3.45
O -7.47 3.56 -1.26
F -8.19 0.70 -0.90
H -5.76 2.86 -0.31
H -7.31 2.60 0.62
H -6.23 0.58 -1.18
```

For the orbital gap, the calculation gives 10.34 eV. The HOMO energy comes out at -10.669 eV.

---

[4]
# C6H15F4KN2O12PS4

A structure of composition C6H15F4KN2O12PS4 in a non-equilibrium geometry (the ωB97M-V functional and the def2-TZVPD basis, the OMol25 dataset).

```
45
Properties=species:S:1:pos:R:3
K -12.49 -15.71 -20.21
N -13.81 -20.75 -18.13
S -14.02 -22.20 -18.45
O -14.64 -23.07 -17.45
O -13.11 -22.71 -19.45
F -15.25 -21.88 -19.45
S -12.99 -21.15 -16.71
O -11.71 -21.87 -16.82
O -13.80 -21.35 -15.52
F -12.43 -19.66 -16.46
N -17.08 -12.68 -20.17
S -17.98 -12.58 -21.61
O -17.28 -12.01 -22.75
O -19.40 -12.37 -21.51
F -17.94 -14.12 -21.97
S -17.34 -11.23 -19.92
O -18.55 -10.90 -19.25
O -16.55 -10.17 -20.56
F -16.42 -11.35 -18.60
C -5.20 -19.94 -20.58
C -5.00 -19.68 -22.06
O -3.97 -20.51 -22.58
P -2.43 -19.94 -22.62
O -2.20 -19.00 -23.75
O -2.15 -19.37 -21.13
C -1.81 -17.96 -20.95
C -0.41 -17.84 -20.34
O -1.66 -21.35 -22.64
C -2.03 -22.33 -23.64
C -2.65 -23.62 -23.12
H -4.31 -19.68 -20.01
H -6.08 -19.37 -20.30
H -5.34 -21.00 -20.36
H -5.92 -19.94 -22.58
H -4.81 -18.62 -22.24
H -1.92 -17.23 -21.75
H -2.48 -17.57 -20.17
H -0.11 -16.88 -19.93
H -0.12 -18.48 -19.50
H 0.23 -18.11 -21.18
H -2.68 -21.87 -24.38
H -1.09 -22.55 -24.13
H -3.53 -23.30 -22.56
H -2.90 -24.40 -23.84
H -2.04 -24.05 -22.33
```

For the orbital gap, the calculation gives 6.53 eV. The net charge is -1. The HOMO energy comes out at -7.299 eV.

---

Calculated values (kJ/mol) of energy above the lowest of the compared OMol25 structures with the same formula, charge and spin for the records, taken in order: 379.8; 182.9; 544.1; 595.0.